A structure of composition C45H44N9O10P3RbS, computed with the ωB97M-V functional and the def2-TZVPD basis.

Results
**Kohn-Sham gap**: 0.1841 Ha
**E_tot**: -120617.7597 eV
**Highest occupied orbital energy**: -3.428 eV
**LUMO**: 1.58 eV
**F_max**: 2.4 eV/Å
**Charge**: -1

Last column: Mulliken charge in e.
Cartesian coordinates (Å):
1 Rb 0.237 0.328 -0.069  1.204
2 N -3.278 4.835 -0.661  -0.504
3 C -2.752 3.588 -0.352  0.359
4 S -2.912 2.402 -1.591  -0.498
5 N -2.234 3.514 0.834  -1.225
6 N -1.696 2.349 1.333  1.002
7 C -1.378 2.512 2.564  -0.884
8 C -0.736 1.585 3.482  1.019
9 C -0.266 2.160 4.671  -0.774
10 C 0.420 1.444 5.631  -0.897
11 C 0.659 0.092 5.403  -0.778
12 C 0.194 -0.508 4.253  -0.322
13 C -0.539 0.187 3.258  -0.386
14 O -0.991 -0.422 2.206  1.024
15 H -3.324 5.028 -1.645  0.215
16 H -2.940 5.587 -0.076  0.240
17 H -1.583 3.499 2.992  0.113
18 H -0.432 3.221 4.826  0.351
19 H 0.762 1.925 6.540  0.350
20 H 1.212 -0.490 6.132  0.438
21 H 0.384 -1.556 4.094  0.161
22 O 2.040 -1.201 1.100  -0.475
23 P 2.485 -2.612 1.135  1.131
24 C 1.833 -3.642 -0.243  -1.507
25 P 1.815 -2.637 -1.774  0.494
26 O 0.816 -1.560 -1.697  0.857
27 C 3.506 -2.060 -2.000  0.205
28 C 4.547 -2.962 -2.203  -0.406
29 C 5.840 -2.494 -2.359  -0.692
30 C 6.088 -1.127 -2.313  -0.615
31 C 5.048 -0.229 -2.128  -0.561
32 C 3.749 -0.692 -1.976  -0.614
33 C 1.478 -3.787 -3.132  0.655
34 C 0.690 -4.918 -2.948  -0.533
35 C 0.327 -5.693 -4.039  -0.707
36 C 0.748 -5.339 -5.312  -0.586
37 C 1.518 -4.200 -5.503  -0.682
38 C 1.881 -3.423 -4.415  -0.595
39 C 1.896 -3.592 2.545  0.584
40 C 0.521 -3.535 2.757  -0.622
41 C -0.061 -4.294 3.759  -0.089
42 C 0.733 -5.110 4.553  -0.864
43 C 2.104 -5.163 4.349  -0.674
44 C 2.690 -4.405 3.346  -0.696
45 C 4.290 -2.782 1.123  0.859
46 C 4.955 -4.002 1.024  -0.527
47 C 6.336 -4.046 1.118  -0.811
48 C 7.057 -2.876 1.314  -0.508
49 C 6.400 -1.658 1.408  -0.785
50 C 5.016 -1.612 1.317  -0.538
51 H 0.794 -3.863 0.006  0.668
52 H 2.399 -4.570 -0.331  0.800
53 H 4.331 -4.024 -2.252  0.434
54 H 6.654 -3.190 -2.521  0.468
55 H 7.101 -0.763 -2.429  0.384
56 H 5.247 0.834 -2.105  0.508
57 H 2.918 -0.005 -1.861  0.415
58 H 0.354 -5.188 -1.954  0.295
59 H -0.301 -6.563 -3.897  0.415
60 H 0.466 -5.947 -6.161  0.386
61 H 1.818 -3.909 -6.501  0.424
62 H 2.475 -2.525 -4.549  0.409
63 H -0.083 -2.855 2.167  -0.227
64 H -1.128 -4.220 3.925  0.512
65 H 0.284 -5.700 5.342  0.383
66 H 2.722 -5.794 4.976  0.403
67 H 3.762 -4.435 3.193  0.474
68 H 4.393 -4.918 0.876  0.447
69 H 6.854 -4.995 1.049  0.416
70 H 8.136 -2.917 1.396  0.411
71 H 6.965 -0.747 1.560  0.427
72 H 4.473 -0.678 1.394  0.433
73 O 1.158 2.039 -7.399  -0.673
74 N 0.574 0.970 -7.285  1.030
75 O 0.372 0.216 -8.228  -0.659
76 C 0.109 0.587 -5.989  -1.084
77 C -0.600 -0.582 -5.824  -0.421
78 C -1.093 -0.948 -4.580  -1.144
79 C -0.896 -0.108 -3.398  0.034
80 O -1.378 -0.325 -2.282  -0.026
81 C -0.044 1.046 -3.654  -0.305
82 C 0.401 1.405 -4.876  0.379
83 N 0.293 1.885 -2.521  1.102
84 O -0.403 2.839 -2.295  -0.547
85 O 1.281 1.562 -1.839  -0.869
86 N -1.729 -2.219 -4.507  0.969
87 O -1.674 -2.954 -5.485  -0.707
88 O -2.324 -2.576 -3.491  -0.579
89 H -0.783 -1.224 -6.671  0.695
90 H 0.986 2.302 -5.019  0.600
91 C -3.953 -2.976 -0.946  -0.779
92 N -3.022 -1.811 -0.831  2.281
93 C -3.834 -0.555 -0.594  0.043
94 N -4.689 -0.696 0.544  0.198
95 C -5.546 -1.854 0.388  -1.032
96 N -4.799 -3.096 0.203  0.095
97 C -4.018 -3.391 1.416  -1.252
98 P -2.705 -2.084 1.974  0.371
99 C -2.002 -2.020 0.227  1.733
100 C -3.931 -0.680 1.792  -0.611
101 H -3.356 -3.881 -1.069  0.383
102 H -4.557 -2.827 -1.843  0.310
103 H -2.504 -1.656 -1.718  -0.106
104 H -4.429 -0.396 -1.495  0.453
105 H -3.152 0.288 -0.476  -1.022
106 H -6.178 -1.701 -0.493  0.331
107 H -6.179 -1.955 1.271  0.366
108 H -3.520 -4.359 1.273  0.357
109 H -4.729 -3.526 2.239  0.520
110 H -1.510 -2.980 0.038  1.088
111 H -1.246 -1.228 0.129  -3.278
112 H -3.371 0.253 1.857  0.121
113 H -4.628 -0.725 2.634  0.437

A structure of composition C43H51P2Si2Tl, computed with the ωB97M-V functional and the def2-TZVPD basis.

Results
**Kohn-Sham gap**: 0.1901 Ha
**E_tot**: -84431.2961 eV
**Highest occupied orbital energy**: -13.512 eV
**LUMO**: -8.34 eV
**F_max**: 2.6 eV/Å
**Charge**: +2

Last column: Mulliken charge in e.
Cartesian coordinates (Å):
1 C 2.206 3.760 0.440  -0.461
2 C 2.684 2.460 0.690  0.479
3 C 3.973 2.114 0.242  -0.682
4 C 4.780 3.052 -0.387  -0.862
5 C 4.310 4.350 -0.590  -0.375
6 C 3.010 4.692 -0.209  -0.591
7 P 1.568 1.201 1.404  1.349
8 C 2.759 0.025 2.139  0.511
9 C 3.016 -1.193 1.470  -0.091
10 C 3.859 -2.142 2.047  -0.804
11 C 4.521 -1.859 3.250  -0.586
12 C 4.319 -0.624 3.880  -0.722
13 C 3.430 0.305 3.338  -0.437
14 Tl -0.666 -0.235 0.202  1.330
15 P 0.126 1.336 -2.046  0.794
16 C 1.797 1.484 -2.755  0.392
17 C 2.304 2.689 -3.266  -0.689
18 C 3.583 2.734 -3.818  -0.639
19 C 4.392 1.596 -3.821  -0.625
20 C 3.926 0.409 -3.245  -0.748
21 C 2.639 0.348 -2.716  -0.405
22 C -0.890 0.463 -3.287  0.378
23 C -2.237 0.198 -2.958  -0.440
24 C -2.977 -0.699 -3.728  -0.626
25 C -2.428 -1.247 -4.894  -0.686
26 C -1.121 -0.911 -5.271  -0.676
27 C -0.350 -0.070 -4.465  -0.457
28 C -0.666 2.980 -1.957  0.611
29 C -1.193 3.428 -0.725  -0.170
30 C -1.869 4.645 -0.655  -0.550
31 C -2.053 5.414 -1.809  -0.654
32 C -1.556 4.963 -3.037  -0.721
33 C -0.864 3.753 -3.110  -0.430
34 C 0.719 2.053 2.801  0.740
35 C 1.270 3.161 3.465  -0.190
36 C 0.576 3.794 4.500  -0.800
37 C -0.683 3.332 4.896  -0.734
38 C -1.258 2.246 4.226  -0.903
39 C -0.569 1.615 3.191  0.410
40 H -2.693 0.692 -2.095  0.664
41 H -3.996 -0.963 -3.424  0.485
42 H -3.034 -1.915 -5.514  0.431
43 H -0.710 -1.300 -6.203  0.459
44 H 0.673 0.184 -4.753  0.455
45 H 1.693 3.593 -3.240  0.471
46 H 3.954 3.669 -4.245  0.451
47 H 5.387 1.630 -4.261  0.420
48 H 4.564 -0.476 -3.220  0.449
49 H 2.269 -0.578 -2.266  0.446
50 H -1.071 2.811 0.174  -0.167
51 H -2.253 4.988 0.308  0.486
52 H -2.593 6.358 -1.744  0.441
53 H -1.705 5.556 -3.942  0.440
54 H -0.481 3.402 -4.076  0.464
55 H 2.250 3.550 3.173  0.474
56 H 1.022 4.653 5.008  0.451
57 H -1.216 3.797 5.725  0.425
58 H -2.243 1.870 4.517  0.470
59 H -1.044 0.767 2.679  -0.813
60 H 2.538 -1.391 0.506  0.275
61 H 4.010 -3.102 1.545  0.442
62 H 5.197 -2.601 3.680  0.407
63 H 4.858 -0.392 4.802  0.430
64 H 3.259 1.255 3.850  0.366
65 H 4.355 1.103 0.406  0.413
66 H 5.781 2.772 -0.726  0.458
67 H 4.944 5.093 -1.066  0.069
68 H 2.634 5.699 -0.409  0.355
69 H 1.202 4.045 0.763  0.547
70 H 4.736 6.937 -1.913  0.061
71 H 4.127 7.246 -1.596  -0.019
72 C -3.255 -2.607 -0.586  -0.629
73 Si -1.595 -3.504 -0.475  -0.139
74 C -1.987 -5.323 -0.212  -1.063
75 C -0.762 -3.297 -2.147  -0.406
76 C -0.539 -2.709 0.829  -0.151
77 Si -0.850 -2.897 2.633  -0.262
78 C -0.735 -4.702 3.155  -1.036
79 C 0.302 -1.908 3.747  -0.446
80 C -2.562 -2.177 3.007  -0.831
81 H -3.802 -3.002 -1.455  0.306
82 H -3.147 -1.525 -0.729  0.068
83 H -3.871 -2.763 0.310  0.406
84 H -2.511 -5.697 -1.103  0.342
85 H -1.089 -5.935 -0.067  0.387
86 H -2.650 -5.488 0.647  0.351
87 H -0.525 -2.251 -2.367  -0.147
88 H 0.176 -3.868 -2.196  0.416
89 H -1.431 -3.658 -2.944  0.333
90 H 0.539 -2.742 0.585  0.514
91 H 0.246 -5.122 2.898  0.342
92 H -0.868 -4.778 4.242  0.373
93 H -1.493 -5.333 2.677  0.337
94 H 0.230 -0.824 3.578  -0.001
95 H 0.028 -2.084 4.797  0.536
96 H 1.354 -2.194 3.622  0.105
97 H -2.622 -1.118 2.716  0.122
98 H -3.361 -2.719 2.487  0.325
99 H -2.742 -2.239 4.090  0.399

A structure of composition C18H33N2NiO, computed with the ωB97M-V functional and the def2-TZVPD basis.

Results
**Kohn-Sham gap (spin up / spin down)**: 0.3280 / 0.3161 Ha
**E_tot**: -65267.9721 eV
**2S+1**: 3
**Highest occupied orbital energy (spin up / spin down)**: -11.373 / -12.492 eV
**LUMO (spin up / spin down)**: -2.45 / -3.89 eV
**F_max**: 1.0 eV/Å
**Charge**: +1

Last column: Mulliken spin population.
Cartesian coordinates (Å):
1 Ni -0.639 0.088 0.215  1.441
2 C -2.391 -1.173 0.810  0.063
3 C -1.841 -0.422 1.893  0.058
4 C -1.972 0.982 1.523  0.042
5 C -2.539 0.997 0.219  0.080
6 C -2.826 -0.325 -0.223  0.115
7 C -3.644 -0.663 -1.449  -0.018
8 C -3.385 -2.090 -1.940  0.012
9 C -5.118 -0.534 -1.039  0.017
10 C -3.343 0.315 -2.584  0.017
11 C -1.635 2.297 2.237  0.041
12 C -2.147 2.316 3.681  0.006
13 C -0.131 2.589 2.199  0.011
14 C -2.333 3.457 1.511  0.004
15 C -1.279 -1.139 3.123  -0.013
16 C -2.346 -1.160 4.228  0.027
17 C 0.024 -0.535 3.644  0.011
18 C -0.964 -2.602 2.777  0.010
19 H -2.459 -2.249 0.799  0.013
20 H -2.789 1.891 -0.325  0.018
21 H -3.336 -2.815 -1.125  -0.001
22 H -2.468 -2.148 -2.533  -0.001
23 H -4.191 -2.414 -2.596  -0.001
24 H -5.380 -1.265 -0.274  0.000
25 H -5.760 -0.702 -1.902  0.004
26 H -5.330 0.460 -0.645  0.000
27 H -2.275 0.351 -2.810  -0.003
28 H -3.678 1.326 -2.352  -0.001
29 H -3.862 0.005 -3.491  0.000
30 H -1.632 1.618 4.329  0.001
31 H -3.214 2.097 3.725  0.001
32 H -1.998 3.313 4.097  0.000
33 H 0.458 1.875 2.769  0.000
34 H 0.064 3.579 2.607  0.001
35 H 0.240 2.597 1.165  0.014
36 H -3.410 3.307 1.442  0.000
37 H -1.939 3.613 0.506  0.001
38 H -2.159 4.376 2.069  -0.001
39 H -2.628 -0.164 4.557  -0.002
40 H -1.976 -1.707 5.095  0.002
41 H -3.248 -1.662 3.878  0.002
42 H -0.095 0.456 4.063  0.004
43 H 0.788 -0.482 2.862  -0.004
44 H 0.418 -1.174 4.435  0.000
45 H -1.859 -3.175 2.539  0.000
46 H -0.505 -3.078 3.642  0.000
47 H -0.265 -2.685 1.942  -0.006
48 N -0.115 -2.926 -1.183  0.005
49 C 0.917 -2.217 -0.724  0.008
50 N 2.141 -2.758 -0.716  0.007
51 O 0.785 -1.038 -0.300  0.023
52 H -0.015 -3.872 -1.505  0.000
53 H -1.043 -2.528 -1.130  -0.008
54 H 2.335 -3.666 -1.099  0.000
55 H 2.908 -2.175 -0.430  0.000

The ion C5H12N2 with charge -1, computed with the ωB97M-V functional and the def2-TZVPD basis.

Results
**Kohn-Sham gap (spin up / spin down)**: 0.1019 / 0.2362 Ha
**E_tot**: -8355.6886 eV
**2S+1**: 2
**Highest occupied orbital energy (spin up / spin down)**: 1.099 / -2.619 eV
**LUMO (spin up / spin down)**: 3.87 / 3.81 eV
**F_max**: 5.0 eV/Å
**Charge**: -1

Last column: Mulliken spin population.
Cartesian coordinates (Å):
1 C -0.024 0.169 0.655  0.060
2 C 1.372 -0.393 1.032  0.087
3 C 2.056 -1.292 0.043  0.730
4 C 1.595 -2.540 -0.245  0.340
5 N -0.115 0.842 -0.564  -0.010
6 C -1.301 1.796 -0.759  0.020
7 N -2.678 1.421 -0.527  0.000
8 H -0.871 -0.587 0.760  -0.002
9 H -0.274 0.864 1.415  -0.004
10 H 1.127 -0.818 1.948  0.028
11 H 2.078 0.452 1.181  -0.045
12 H 2.867 -0.839 -0.583  -0.172
13 H 1.621 -3.059 -1.218  -0.168
14 H 1.278 -3.074 0.554  0.106
15 H -0.274 0.278 -1.366  0.026
16 H -1.167 2.760 -0.109  -0.006
17 H -1.387 2.266 -1.701  0.000
18 H -3.010 1.278 0.504  0.003
19 H -2.893 0.479 -1.017  0.005